No. 1
This record from OMol25 describes a molecular structure, CCaF3MgNO3S3. The level of theory is ωB97M-V with the def2-TZVPD basis set.

Each line ends with the Mulliken charge.
CARTESIAN COORDINATES (ANGSTROEM)
Ca1 2.18459 -0.27821 1.53403  1.53
N1 0.06061 1.24874 -0.51154  -0.54
S1 0.36570 2.22344 0.88522  0.25
O1 1.95578 1.74439 1.07729  -0.75
S2 -0.41693 -0.29459 -0.18019  0.73
O2 0.12179 -0.73880 1.20473  -0.81
O3 0.93452 -2.46822 -2.27740  -0.41
C1 -2.23458 -0.12591 0.23602  0.60
F1 -2.46917 0.68196 1.25279  -0.21
F2 -2.85744 0.33161 -0.84103  -0.22
F3 -2.70181 -1.33384 0.52584  -0.20
Mg1 2.34141 1.34581 -0.96891  0.27
S3 2.71553 -2.33638 -1.93685  -0.24

## Properties
Total charge: 0
Kohn-Sham gap (spin up / spin down): 0.1938 / 0.1777 hartree
Molecular weight: 291.59 g mol⁻¹
Largest force on an atom: 5.1 eV/Å
Electronic energy: -2690.33727 a.u.
HOMO (spin up / spin down): -7.3 / -6.6 eV

No. 2
This record from OMol25 describes 5 unconnected molecules or ions with the total composition C9H17Cl11. The level of theory is ωB97M-V with the def2-TZVPD basis set.

Each line ends with the Mulliken charge.
CARTESIAN COORDINATES (ANGSTROEM)
Cl1 0.53789 2.25657 0.32519  -0.10
C1 1.62242 1.72142 -0.95920  0.06
Cl2 3.29715 2.17154 -0.41705  -0.13
Cl3 1.14195 2.31175 -2.58461  -0.11
H1 1.58025 0.63232 -0.94619  0.28
Cl4 0.05764 -5.15500 -2.94560  -0.18
C2 -0.18961 -6.69201 -3.89221  -0.39
C3 0.12520 -7.95997 -3.13566  -0.44
Cl5 -0.86544 -8.06300 -1.61015  -0.19
H2 0.46279 -6.65868 -4.76477  0.29
H3 -1.23288 -6.65499 -4.20579  0.30
H4 1.17383 -8.09939 -2.87293  0.31
H5 -0.15775 -8.88666 -3.63495  0.29
Cl6 -1.91985 2.84380 7.51753  -0.18
C4 -1.30786 3.82962 6.18124  -0.42
C5 -1.40945 5.32824 6.37461  -0.32
Cl7 -0.75490 5.79626 8.00395  -0.19
H6 -1.98324 3.50827 5.38834  0.23
H7 -0.34325 3.39770 5.91464  0.32
H8 -2.41331 5.74882 6.31562  0.28
H9 -0.73869 5.76285 5.63347  0.27
Cl8 6.05753 -1.89433 -6.09559  -0.19
C6 6.17507 -3.32585 -5.06165  -0.41
C7 6.04608 -2.93702 -3.59978  -0.41
Cl9 6.14673 -4.35538 -2.51372  -0.20
H10 7.08257 -3.88504 -5.28936  0.32
H11 5.35051 -3.96465 -5.37812  0.28
H12 5.04472 -2.54734 -3.41662  0.28
H13 6.81115 -2.23305 -3.27240  0.32
Cl10 -4.89964 5.00713 -0.15834  -0.20
C8 -5.13002 5.24055 1.63688  -0.36
C9 -6.24676 4.31290 2.09684  -0.45
Cl11 -6.24679 4.21145 3.90196  -0.20
H14 -5.33950 6.28395 1.87251  0.33
H15 -4.18282 4.97331 2.10537  0.25
H16 -6.14851 3.28372 1.75154  0.32
H17 -7.20322 4.69020 1.73502  0.32

## Properties
Total charge: 0
Structure (SMILES): ClC(Cl)Cl.ClCCCl.ClCCCl.ClCCCl.ClCCCl
Kohn-Sham gap: 0.3971 hartree
Molecular weight: 515.22 g mol⁻¹
Largest force on an atom: 1.4 eV/Å
Energy relative to the best compared isomer or geometry (same formula, charge and spin): 10.27 kcal/mol
Electronic energy: -5415.21599 a.u.
HOMO: -10.6 eV

No. 3
This record from OMol25 describes C6H6BrNO2S in the gas phase. The level of theory is ωB97M-V with the def2-TZVPD basis set.

Each line ends with the Mulliken charge.
CARTESIAN COORDINATES (ANGSTROEM)
H1 1.77348 -1.44501 -2.72591  0.23
N1 2.04770 -1.17209 -1.86011  -0.74
C1 1.17818 -0.61181 -1.08942  0.44
C2 1.64931 -0.15959 0.12786  -0.43
C3 0.86333 0.35434 1.07746  -0.32
C4 -0.46999 0.53551 0.86165  0.25
S1 -1.48994 0.95292 2.20962  0.89
O1 -2.88533 1.18448 2.02588  -0.49
O2 -0.78460 1.69043 3.24333  -0.52
C5 -1.16863 -0.22102 -0.20444  -0.24
Br1 -1.63069 -2.01393 0.28862  -0.04
C6 -0.31410 -0.16336 -1.47375  -0.72
H2 2.75759 -0.36545 0.15232  0.34
H3 1.20106 0.87961 2.00991  0.36
H4 -2.17947 0.24242 -0.50629  0.38
H5 -0.02048 0.97950 -1.66960  0.27
H6 -0.52741 -0.66695 -2.46712  0.37

## Properties
Total charge: 0
Structure (SMILES): [H]/N=C1/C=CC(=S(=O)=O)[C@H](Br)C1
Kohn-Sham gap (spin up / spin down): 0.2464 / 0.2640 hartree
Molecular weight: 236.09 g mol⁻¹
Largest force on an atom: 4.3 eV/Å
Energy relative to the best compared isomer or geometry (same formula, charge and spin): 0.00 kcal/mol
Electronic energy: -3409.53389 a.u.
HOMO (spin up / spin down): -8.8 / -8.9 eV